Entry from the Open Molecules 2025 dataset: C40H58As3HfN3Si as an isolated structure (wB97M-V/def2-TZVPD).

The frontier orbital gap comes out at 6.7 eV. As for the net charge: +2. The value obtained for the relative energy (zero: lowest compared OMol25 entry of this formula, charge and spin) is 4.8 kcal/mol.

Last column: Mulliken charge in e.
Positions of all 106 atoms, in Å:
Hf (-0.588, -0.897, 0.074)  -0.93
C (0.772, 0.224, 3.159)  -1.26
C (-0.211, -0.861, 3.434)  0.54
C (-0.379, -1.295, 4.745)  -0.85
C (-1.318, -2.259, 5.034)  -0.99
C (-2.136, -2.703, 4.009)  -0.98
C (-1.940, -2.216, 2.731)  0.38
N (-0.935, -1.369, 2.424)  0.51
C (-2.916, -2.482, 1.654)  1.09
C (-4.107, -3.162, 1.871)  -0.91
C (-5.026, -3.258, 0.845)  -1.41
C (-4.739, -2.669, -0.373)  -0.81
C (-3.529, -2.016, -0.525)  0.31
N (-2.636, -1.938, 0.467)  0.78
C (-3.098, -1.450, -1.815)  0.47
C (-3.958, -1.318, -2.885)  -1.20
C (-3.442, -0.956, -4.118)  -1.07
C (-2.079, -0.808, -4.249)  -1.17
C (-1.264, -0.932, -3.132)  0.15
C (0.209, -0.917, -3.318)  -0.27
N (-1.779, -1.172, -1.913)  1.35
H (0.868, 0.875, 4.026)  0.69
H (1.750, -0.203, 2.962)  0.20
H (0.460, 0.840, 2.313)  -0.19
H (0.235, -0.860, 5.521)  0.57
H (-1.450, -2.627, 6.042)  0.48
H (-2.929, -3.402, 4.222)  0.53
H (-4.330, -3.598, 2.831)  0.50
H (-5.958, -3.785, 0.993)  0.48
H (-5.435, -2.749, -1.193)  0.50
H (-5.014, -1.508, -2.775)  0.55
H (-4.094, -0.845, -4.974)  0.48
H (-1.626, -0.610, -5.211)  0.59
H (0.490, -1.715, -4.005)  0.78
H (0.543, 0.022, -3.748)  0.47
H (0.757, -1.097, -2.393)  -0.94
C (3.396, -2.232, 0.109)  -1.46
As (2.508, -0.508, 0.169)  1.63
C (3.657, 0.255, 1.539)  -1.86
C (3.247, 0.233, -1.489)  -2.15
C (3.166, 1.734, -1.833)  2.17
C (4.039, 1.908, -3.089)  -2.31
C (1.747, 2.158, -2.227)  -2.14
As (0.207, 1.725, -1.096)  1.36
C (0.351, 3.075, 0.287)  -1.33
C (-1.198, 2.511, -2.174)  -1.29
C (3.700, 2.603, -0.683)  -1.09
As (4.310, 4.444, -1.122)  0.29
C (5.138, 4.743, 0.624)  -1.17
C (2.674, 5.456, -0.747)  -1.07
H (4.457, -2.056, -0.066)  0.59
H (2.992, -2.861, -0.676)  0.05
H (3.268, -2.730, 1.070)  0.46
H (4.650, 0.346, 1.100)  0.50
H (3.712, -0.448, 2.367)  0.71
H (3.321, 1.225, 1.891)  0.36
H (2.787, -0.356, -2.287)  0.47
H (4.298, -0.069, -1.459)  0.77
H (3.762, 1.173, -3.848)  0.51
H (5.096, 1.774, -2.855)  0.46
H (3.928, 2.901, -3.524)  0.54
H (1.510, 1.744, -3.206)  0.74
H (1.706, 3.245, -2.340)  0.66
H (0.804, 3.962, -0.155)  0.34
H (0.955, 2.735, 1.126)  0.20
H (-0.650, 3.294, 0.642)  0.43
H (-0.939, 3.553, -2.364)  0.50
H (-2.131, 2.457, -1.615)  0.33
H (-1.312, 1.990, -3.122)  0.32
H (4.608, 2.142, -0.285)  0.84
H (2.985, 2.661, 0.145)  -0.36
H (6.047, 4.149, 0.706)  0.34
H (4.454, 4.485, 1.434)  0.31
H (5.409, 5.793, 0.710)  0.43
H (1.927, 5.309, -1.527)  0.30
H (2.939, 6.513, -0.744)  0.53
H (2.258, 5.200, 0.229)  0.28
C (-1.882, 0.765, 0.801)  -0.02
C (-2.405, 1.564, 1.563)  0.49
C (-2.987, 2.525, 2.452)  -0.01
C (-3.473, 3.740, 1.963)  -0.19
C (-4.024, 4.666, 2.833)  -0.80
C (-4.090, 4.393, 4.192)  -0.47
C (-3.611, 3.185, 4.685)  -0.73
C (-3.064, 2.253, 3.821)  -0.28
H (-3.428, 3.945, 0.901)  0.46
H (-4.405, 5.603, 2.450)  0.41
H (-4.520, 5.119, 4.869)  0.42
H (-3.670, 2.971, 5.744)  0.42
H (-2.699, 1.304, 4.196)  0.48
C (0.705, -5.949, -0.576)  -1.34
Si (0.321, -4.308, -1.359)  0.51
C (1.713, -3.965, -2.587)  -1.20
C (-1.304, -4.447, -2.287)  -0.88
C (0.105, -3.045, 0.017)  0.09
H (0.830, -6.721, -1.340)  0.32
H (-0.093, -6.270, 0.097)  0.34
H (1.631, -5.902, 0.002)  0.37
H (2.520, -4.685, -2.440)  0.51
H (2.158, -2.975, -2.522)  0.12
H (1.360, -4.101, -3.612)  0.44
H (-1.413, -5.455, -2.693)  0.56
H (-1.372, -3.754, -3.130)  0.21
H (-2.161, -4.272, -1.630)  0.16
H (0.989, -3.137, 0.661)  0.70
H (-0.683, -3.566, 0.588)  0.24

=====

Entry from the Open Molecules 2025 dataset: C40H59BBrN12RuSSe as an isolated structure (wB97M-V/def2-TZVPD).

The frontier orbital gap (alpha / beta) comes out at 4.6 / 3.5 eV. As for the net charge: +2. As for the spin multiplicity: 6. The value obtained for the relative energy (zero: lowest compared OMol25 entry of this formula, charge and spin) is 42.1 kcal/mol.

Last column: Löwdin spin population.
Positions of all 116 atoms, in Å:
Ru (-0.288, 0.340, -0.761)  3.25
C (0.231, -0.139, -4.152)  0.02
C (1.197, 1.045, -4.190)  0.00
C (2.021, 1.075, -5.444)  0.00
C (2.014, 1.119, -2.936)  0.02
C (3.241, 1.726, -2.881)  0.01
C (3.600, 1.550, -1.530)  0.01
N (2.653, 0.913, -0.858)  0.01
N (1.625, 0.639, -1.773)  0.10
B (2.591, 0.415, 0.564)  0.00
N (1.650, 1.431, 1.273)  0.01
C (2.047, 2.325, 2.151)  0.02
C (0.937, 3.066, 2.542)  0.01
C (-0.121, 2.514, 1.824)  0.02
N (0.326, 1.483, 1.036)  0.08
C (-1.551, 2.894, 1.955)  0.00
C (-2.479, 1.737, 1.740)  0.02
C (-1.895, 3.547, 3.264)  0.00
N (2.099, -1.012, 0.598)  0.01
C (2.678, -2.006, 1.296)  0.01
C (1.877, -3.137, 1.192)  0.01
C (0.747, -2.722, 0.458)  0.01
N (0.898, -1.418, 0.090)  0.03
C (-0.355, -3.715, 0.106)  0.00
C (-0.466, -3.787, -1.443)  0.00
C (-1.772, -3.533, 0.786)  0.00
H (-0.485, -0.106, -3.375)  0.01
H (0.786, -1.066, -3.959)  0.00
H (-0.340, -0.221, -5.111)  0.00
H (0.494, 1.872, -4.206)  0.00
H (2.435, 0.148, -5.711)  0.00
H (2.814, 1.762, -5.374)  0.00
H (1.351, 1.376, -6.257)  0.00
H (3.757, 2.378, -3.576)  0.00
H (4.459, 1.883, -0.959)  0.00
H (3.696, 0.405, 1.113)  0.00
H (3.072, 2.529, 2.309)  0.00
H (0.869, 3.850, 3.353)  0.00
H (-1.800, 3.644, 1.133)  0.00
H (-2.224, 0.928, 2.459)  0.00
H (-2.446, 1.373, 0.753)  0.01
H (-3.476, 2.091, 1.936)  0.00
H (-1.528, 2.918, 4.115)  0.00
H (-2.983, 3.625, 3.204)  0.00
H (-1.510, 4.595, 3.310)  0.00
H (3.525, -1.795, 1.920)  0.00
H (2.041, -4.185, 1.553)  0.00
H (-0.023, -4.741, 0.366)  0.00
H (-0.811, -2.855, -1.815)  0.00
H (-1.259, -4.529, -1.689)  0.00
H (0.470, -4.121, -1.919)  0.00
H (-2.049, -2.495, 0.683)  0.00
H (-1.599, -3.751, 1.825)  0.00
H (-2.497, -4.129, 0.326)  0.00
C (1.981, -0.200, 6.682)  0.00
N (0.591, -0.619, 6.579)  0.07
C (0.009, -0.879, 5.337)  0.01
Se (0.796, -1.244, 3.759)  0.63
N (-1.378, -0.847, 5.544)  0.05
C (-1.643, -0.476, 6.852)  0.05
C (-2.824, -0.256, 7.481)  0.00
C (-2.743, 0.187, 8.808)  0.04
C (-1.514, 0.330, 9.517)  0.04
C (-0.298, -0.027, 8.885)  0.01
C (-0.419, -0.349, 7.533)  0.05
H (2.486, -0.716, 7.483)  0.00
H (2.044, 0.840, 6.960)  0.00
H (2.434, -0.415, 5.779)  0.00
H (-1.972, -0.993, 4.756)  0.00
H (-3.707, -0.477, 6.922)  0.00
H (-3.598, 0.404, 9.426)  0.00
H (-1.536, 0.600, 10.603)  0.00
H (0.718, -0.024, 9.219)  0.00
N (5.480, -3.460, -3.520)  0.00
C (5.658, -2.158, -2.747)  0.00
C (4.638, -2.010, -1.725)  0.00
N (3.385, -1.885, -2.427)  0.00
C (3.103, -3.142, -3.180)  0.00
C (4.140, -3.419, -4.195)  0.00
H (5.616, -4.341, -2.941)  0.00
H (6.095, -3.543, -4.324)  0.00
H (5.444, -1.289, -3.493)  0.00
H (6.726, -2.157, -2.394)  0.00
H (4.885, -1.059, -1.206)  0.00
H (4.578, -2.779, -0.948)  0.00
H (2.623, -1.636, -1.744)  0.00
H (2.144, -3.045, -3.633)  0.00
H (3.059, -3.974, -2.469)  0.00
H (4.150, -2.506, -4.849)  0.00
H (4.057, -4.273, -4.809)  0.00
Br (-2.657, 6.057, -3.621)  0.01
C (-1.957, 4.481, -2.822)  0.02
C (-2.567, 3.285, -3.174)  0.00
C (-2.044, 2.070, -2.690)  0.05
C (-0.874, 2.031, -1.887)  0.09
C (-0.256, 3.260, -1.553)  0.04
C (-0.843, 4.479, -2.000)  0.00
H (-3.431, 3.363, -3.871)  0.00
H (-2.476, 1.126, -2.955)  0.00
H (0.695, 3.280, -1.018)  0.00
H (-0.313, 5.423, -1.869)  0.00
S (-2.529, -1.205, -1.585)  0.08
C (-3.984, -0.395, -2.149)  0.03
N (-4.487, -0.770, -3.338)  0.02
C (-5.552, -0.090, -4.081)  0.00
C (-6.259, 0.812, -3.081)  0.00
C (-5.390, 1.536, -2.102)  0.00
N (-4.579, 0.574, -1.439)  0.01
H (-3.991, -1.625, -3.585)  0.00
H (-6.300, -0.787, -4.512)  0.00
H (-5.133, 0.411, -4.947)  0.00
H (-6.935, 0.177, -2.443)  0.00
H (-6.834, 1.596, -3.593)  0.00
H (-6.029, 2.069, -1.321)  0.00
H (-4.670, 2.218, -2.622)  0.00
H (-4.056, 0.727, -0.581)  0.00